The following is a quantum chemistry calculation of an isolated molecule of C2H2ClO2P at a distorted geometry, from the Open Molecules 2025 dataset.

The geometry in ORCA input format:
```
! wB97M-V def2-TZVPD RIJCOSX def2/J DEFGRID3
* xyz 0 1
C -0.541 -0.191 0.341
C 0.087 0.750 -0.622
O 0.437 -0.863 1.012
O 1.740 -0.603 0.456
P 1.767 0.604 -0.647
Cl -1.772 -1.447 -0.414
H -1.217 0.296 1.048
H -0.502 1.453 -1.175
*
```

Values from the calculation:
relative energy (zero: lowest compared OMol25 entry of this formula, charge and spin) = 4.215 eV
SMILES = Cl[C@@H]1C=POO1
lowest unoccupied orbital energy = -0.53 eV

Mulliken atomic charge list, values in e, 4 entries: 0.121, -0.292, -0.172, -0.165

=====

The following is a quantum chemistry calculation of an isolated molecule of C4H5BrS at a distorted geometry, from the Open Molecules 2025 dataset.

The geometry in ORCA input format:
```
! wB97M-V def2-TZVPD RIJCOSX def2/J DEFGRID3
* xyz 0 1
C -0.926 -2.236 0.417
C -2.004 -2.706 0.538
C -0.233 0.115 -0.569
C 0.255 -0.858 0.457
S 0.291 -0.323 2.127
Br -3.562 -3.573 0.511
H -1.347 0.404 -0.395
H -0.181 -0.258 -1.687
H 0.442 1.049 -0.658
H 1.261 -1.223 0.327
H -0.195 0.818 1.778
*
```

Values from the calculation:
relative energy (zero: lowest compared OMol25 entry of this formula, charge and spin) = 2.429 eV
SMILES = C[C@@H](S)C#CBr
lowest unoccupied orbital energy = 0.82 eV

Mulliken atomic charge list, values in e, 4 entries: -0.504, 0.313, -1.201, 0.230

=====

The following is a quantum chemistry calculation of an isolated molecule of C4H3I at a distorted geometry, from the Open Molecules 2025 dataset.

The geometry in ORCA input format:
```
! wB97M-V def2-TZVPD RIJCOSX def2/J DEFGRID3
* xyz 0 1
C 0.456 1.361 0.113
C 1.149 0.235 -0.014
C -1.198 -0.042 -0.359
C -0.091 -0.344 0.432
I 3.116 -0.360 -0.026
H -2.172 -0.121 -0.052
H -1.155 0.125 -1.457
H -0.104 -0.853 1.364
*
```

Values from the calculation:
relative energy (zero: lowest compared OMol25 entry of this formula, charge and spin) = 2.526 eV
lowest unoccupied orbital energy = -0.20 eV

Mulliken atomic charge list, values in e, 4 entries: -0.534, 0.125, -0.582, -0.047

=====

The following is a quantum chemistry calculation of a 10-piece molecular cluster, C54H65N7O20 overall at a distorted geometry, from the Open Molecules 2025 dataset.

The geometry in ORCA input format:
```
! wB97M-V def2-TZVPD RIJCOSX def2/J DEFGRID3
* xyz 0 1
C -6.690 2.827 0.063
C -5.897 3.929 0.326
C -4.711 4.065 -0.398
C -4.383 3.191 -1.410
C -5.243 2.142 -1.735
C -6.373 1.939 -0.965
N -3.156 3.413 -2.177
O -2.489 4.393 -1.946
O -2.965 2.666 -3.119
H -7.571 2.584 0.647
H -5.990 4.585 1.179
H -3.924 4.732 -0.062
H -4.924 1.476 -2.527
H -7.059 1.203 -1.365
C 4.245 2.354 -4.011
C 3.252 1.615 -3.388
C 2.158 1.159 -4.108
C 2.026 1.504 -5.442
C 3.018 2.222 -6.062
C 4.132 2.683 -5.356
N 0.860 1.040 -6.186
O 0.285 0.066 -5.771
O 0.609 1.602 -7.226
H 5.104 2.727 -3.464
H 3.369 1.345 -2.347
H 1.413 0.547 -3.615
H 2.903 2.566 -7.082
H 4.833 3.267 -5.933
C 5.308 0.188 2.893
C 4.764 -0.892 3.585
C 4.768 -0.816 4.966
C 5.439 0.178 5.656
C 6.008 1.205 4.931
C 5.933 1.248 3.549
N 5.456 0.189 7.111
O 6.254 0.908 7.665
O 4.690 -0.572 7.670
H 5.320 0.176 1.806
H 4.276 -1.661 3.008
H 4.310 -1.625 5.529
H 6.570 2.001 5.409
H 6.455 1.985 2.960
C -1.139 -8.294 1.891
C -2.470 -7.993 2.150
C -2.856 -6.685 2.349
C -1.893 -5.672 2.293
C -0.603 -5.938 1.879
C -0.209 -7.269 1.794
N -2.352 -4.324 2.649
O -3.300 -4.265 3.402
O -1.761 -3.321 2.286
H -0.869 -9.296 1.578
H -3.261 -8.733 2.127
H -3.884 -6.394 2.507
H 0.157 -5.182 1.783
H 0.804 -7.588 1.576
C -1.661 -0.899 -2.256
C -1.559 -1.665 -3.409
C -2.729 -2.007 -4.085
C -3.952 -1.647 -3.560
C -4.048 -1.005 -2.330
C -2.899 -0.535 -1.729
N -5.162 -1.851 -4.342
O -6.186 -1.325 -3.969
O -5.113 -2.626 -5.269
H -0.723 -0.576 -1.817
H -0.584 -1.797 -3.855
H -2.654 -2.641 -4.959
H -5.031 -0.751 -1.956
H -2.960 0.161 -0.901
C 4.011 -3.151 -2.101
C 3.665 -3.016 -0.766
C 4.660 -3.124 0.197
C 5.939 -3.506 -0.159
C 6.264 -3.704 -1.489
C 5.310 -3.490 -2.472
N 6.958 -3.698 0.880
O 8.045 -4.093 0.508
O 6.710 -3.345 2.020
H 3.304 -2.986 -2.905
H 2.693 -2.620 -0.511
H 4.422 -2.962 1.239
H 7.274 -3.976 -1.770
H 5.587 -3.580 -3.513
C 2.924 -5.272 2.136
C 3.770 -6.093 2.878
C 3.861 -5.894 4.243
C 3.130 -4.877 4.808
C 2.435 -3.939 4.071
C 2.252 -4.213 2.721
N 3.259 -4.662 6.259
O 2.580 -3.786 6.752
O 3.997 -5.388 6.876
H 2.731 -5.502 1.092
H 4.332 -6.828 2.319
H 4.505 -6.510 4.852
H 1.915 -3.110 4.527
H 1.689 -3.484 2.156
C 0.226 3.298 -2.006
O -0.245 2.440 -1.014
C 0.401 2.560 0.213
C 0.849 1.192 0.698
O -0.366 0.498 0.863
C -0.320 -0.822 1.361
H -0.452 3.520 -2.827
H 1.163 2.982 -2.473
H 0.372 4.315 -1.610
H -0.279 2.975 0.964
H 1.293 3.204 0.205
H 1.364 1.241 1.663
H 1.502 0.761 -0.079
H 0.362 -1.462 0.795
H -1.330 -1.220 1.389
H -0.048 -0.774 2.430
C -4.446 -1.456 4.390
O -3.571 -1.235 3.312
C -3.677 0.048 2.748
C -4.882 0.314 1.867
O -6.056 0.711 2.560
C -5.941 1.974 3.156
H -4.171 -2.321 4.992
H -5.482 -1.667 4.100
H -4.418 -0.578 5.049
H -2.805 0.094 2.080
H -3.520 0.868 3.464
H -5.169 -0.616 1.366
H -4.643 1.032 1.069
H -5.337 2.627 2.508
H -5.484 1.906 4.140
H -6.916 2.459 3.141
C -3.518 7.835 -2.579
O -2.592 7.292 -3.495
C -1.227 7.405 -3.107
C -0.401 7.459 -4.361
O -0.579 8.728 -4.947
C 0.331 9.030 -5.960
H -3.111 7.857 -1.562
H -4.409 7.205 -2.529
H -3.807 8.837 -2.907
H -1.016 6.512 -2.503
H -1.046 8.291 -2.489
H -0.727 6.715 -5.095
H 0.656 7.323 -4.084
H 1.379 8.805 -5.703
H 0.194 10.051 -6.298
H 0.184 8.359 -6.830
*
```

Values from the calculation:
relative energy (zero: lowest compared OMol25 entry of this formula, charge and spin) = 1.204 eV
SMILES = O=[N+]([O-])c1ccccc1.O=[N+]([O-])c1ccccc1.O=[N+]([O-])c1ccccc1.O=[N+]([O-])c1ccccc1.O=[N+]([O-])c1ccccc1.O=[N+]([O-])c1ccccc1.O=[N+]([O-])c1ccccc1.COCCOC.COCCOC.COCCOC
lowest unoccupied orbital energy = -0.99 eV

Mulliken atomic charge list, values in e, 4 entries: -0.352, -0.866, 0.125, -0.494

=====

The following is a quantum chemistry calculation of C6H22HgN6O6 as an isolated structure at a distorted geometry, from the Open Molecules 2025 dataset.

The geometry in ORCA input format:
```
! wB97M-V def2-TZVPD RIJCOSX def2/J DEFGRID3
* xyz 0 1
Hg 0.157 0.452 -0.047
C -2.916 -0.610 -1.992
C -1.556 -0.363 -2.600
O -0.970 0.794 -2.060
H -2.935 -0.515 -0.905
H -3.108 -1.678 -2.154
H -3.714 0.035 -2.365
H -1.628 -0.347 -3.700
H -0.850 -1.167 -2.339
C -1.082 -2.071 1.726
O -0.621 -1.656 0.475
H -0.758 -1.427 2.556
H -2.118 -2.427 1.752
H -0.525 -3.001 1.961
C 2.322 -0.022 2.483
O 1.484 0.475 1.744
N 3.144 0.661 3.298
N 2.461 -1.392 2.646
H 3.118 1.659 3.168
H 3.738 0.117 3.886
H 3.065 -1.755 3.352
H 1.865 -1.980 2.083
C -2.350 2.130 1.170
O -1.283 1.573 1.439
N -3.096 2.689 2.164
N -2.908 2.208 -0.061
H -3.006 2.149 3.010
H -3.921 3.213 1.947
H -2.490 1.558 -0.725
H -3.755 2.697 -0.263
C 2.318 -1.119 -2.209
O 1.888 -0.347 -1.350
N 2.204 -0.861 -3.539
N 3.006 -2.228 -1.905
H 1.485 -0.156 -3.664
H 2.376 -1.545 -4.251
H 3.375 -2.302 -0.972
H 3.518 -2.708 -2.624
O 1.161 2.775 -0.509
H 0.791 3.602 -0.181
H 2.115 2.888 -0.443
*
```

Values from the calculation:
relative energy (zero: lowest compared OMol25 entry of this formula, charge and spin) = 0.289 eV
lowest unoccupied orbital energy = 0.34 eV

Mulliken atomic charge list, values in e, 4 entries: 2.207, -1.393, 0.165, -0.885

=====

The following is a quantum chemistry calculation of C16H14BF5N6Os as an isolated structure at a distorted geometry, from the Open Molecules 2025 dataset.

The geometry in ORCA input format:
```
! wB97M-V def2-TZVPD RIJCOSX def2/J DEFGRID3
* xyz 4 5
C 0.707 2.885 0.150
N 0.739 1.602 -0.335
N 0.968 1.696 -1.728
C 1.066 2.978 -2.057
C 0.923 3.761 -0.923
B 1.143 0.418 -2.576
N 2.150 -0.484 -1.811
N 1.896 -0.844 -0.490
C 2.886 -1.681 -0.089
C 3.783 -1.832 -1.153
C 3.281 -1.079 -2.207
Os 0.181 -0.152 0.439
N -0.207 -0.349 -2.489
N -0.671 -0.759 -1.210
C -1.797 -1.508 -1.420
C -2.041 -1.563 -2.794
C -1.047 -0.814 -3.412
H -2.334 -1.915 -0.566
H -0.871 -0.563 -4.450
H -2.838 -2.096 -3.274
H 1.477 0.640 -3.704
H 3.609 -0.933 -3.222
H 1.232 3.233 -3.094
H 4.688 -2.407 -1.154
H 0.985 4.827 -0.855
H 2.876 -2.093 0.911
H 0.536 3.075 1.199
H 1.047 -2.416 2.588
C 1.049 -3.437 3.021
H 1.395 -4.156 2.272
H 1.720 -3.443 3.876
H 0.038 -3.703 3.340
F -2.350 1.506 -0.376
C -2.415 1.249 0.960
C -1.392 0.481 1.545
C -1.426 0.340 2.948
F -0.419 -0.310 3.588
C -2.442 0.902 3.715
F -2.412 0.726 5.054
C -3.452 1.639 3.097
F -4.438 2.177 3.839
C -3.434 1.826 1.713
F -4.392 2.575 1.131
*
```

Values from the calculation:
relative energy (zero: lowest compared OMol25 entry of this formula, charge and spin) = 0.102 eV
lowest unoccupied orbital energy (spin up / spin down) = -15.50 / -17.74 eV

Mulliken atomic charge list, values in e, 4 entries: -0.200, -0.213, 0.258, 0.003

=====

The following is a quantum chemistry calculation of an isolated ion of composition CH3N2OS and charge -1 at a distorted geometry, from the Open Molecules 2025 dataset.

The geometry in ORCA input format:
```
! wB97M-V def2-TZVPD RIJCOSX def2/J DEFGRID3
* xyz -1 1
C 1.053 -0.234 0.006
N -0.296 -0.663 0.006
N -1.260 0.177 -0.016
O -1.062 1.642 0.132
S -2.785 -0.354 0.026
H 1.111 0.864 -0.334
H 1.668 -0.626 0.893
H 1.569 -0.805 -0.714
*
```

Values from the calculation:
relative energy (zero: lowest compared OMol25 entry of this formula, charge and spin) = 1.182 eV
SMILES = C/N=[N+](\[O-])[S-]
lowest unoccupied orbital energy = 4.17 eV

Mulliken atomic charge list, values in e, 4 entries: -0.638, -0.418, 0.474, -0.663

=====

The following is a quantum chemistry calculation of a 3-piece molecular cluster, C3H5F3Se overall at a distorted geometry, from the Open Molecules 2025 dataset.

The geometry in ORCA input format:
```
! wB97M-V def2-TZVPD RIJCOSX def2/J DEFGRID3
* xyz 0 1
C -1.267 0.173 1.696
C 0.612 0.030 -0.426
C -0.233 0.849 -1.281
F 0.376 1.288 -2.348
F -1.308 0.088 -1.779
F -0.866 1.885 -0.749
Se 0.335 -0.302 1.303
H -1.582 -0.002 2.772
H -1.827 0.805 1.100
H 1.589 -2.189 0.145
H 2.489 -2.425 0.325
H 1.685 -0.200 -0.759
*
```

Values from the calculation:
relative energy (zero: lowest compared OMol25 entry of this formula, charge and spin) = 4.164 eV
lowest unoccupied orbital energy (spin up / spin down) = -0.79 / -0.75 eV

Mulliken atomic charge list, values in e, 4 entries: -0.678, -0.603, 0.688, -0.278

=====

Question: relative energy (zero: lowest compared OMol25 entry of this formula, charge and spin) of number 6 (C16H14BF5N6Os)?
Answer: 0.102 eV